C42H19Cl100N2O | ωB97M-V/def2-TZVPD

Lowest unoccupied orbital energy = -4.999 eV
Frontier orbital gap = 0.2156 Eh
DFT total energy = -1301101.9384 eV

Geometry as ORCA input:
```
! RIJCOSX wB97M-V def2-TZVPD def2/J DEFGRID3
* xyz 1 1
Cl -2.930 -3.124 1.075
Cl -8.747 -6.102 9.733
Cl -14.294 -11.094 9.343
Cl -13.045 -5.374 6.464
Cl -6.072 -4.974 9.771
C 6.400 6.213 -2.662
H 6.135 1.093 -2.828
Cl -12.896 2.623 -2.776
Cl -15.092 -2.880 -0.856
H 3.590 1.172 -4.811
C -8.935 2.105 3.839
Cl -8.291 -11.264 13.666
N 5.330 6.123 -4.764
C 14.141 11.356 -4.442
H 11.090 3.896 -4.131
Cl -16.197 -3.137 7.425
Cl -11.686 0.160 -1.826
Cl 14.022 3.923 -4.223
H 5.622 -1.259 -2.250
Cl 2.003 8.000 -0.855
Cl -2.518 -3.446 3.929
Cl -15.420 -6.594 7.615
C 10.218 9.215 -3.374
Cl 0.834 6.517 -3.058
Cl 2.877 -4.471 -3.387
C -1.774 -8.894 -2.270
Cl -4.945 -1.499 -3.883
C -9.051 -9.668 13.858
Cl -3.053 -0.156 -2.132
Cl 1.774 -10.609 3.554
C 1.968 -10.322 1.810
Cl -15.372 -10.154 6.816
Cl 11.574 8.504 -2.469
Cl -3.470 -8.724 -2.775
Cl 14.374 -2.657 -5.272
Cl -14.554 0.297 -2.254
C -13.699 -6.236 7.878
Cl 16.304 5.248 -3.013
Cl 12.519 -3.758 -1.962
Cl 0.009 -4.923 -3.387
H 10.316 0.004 -1.431
Cl -16.848 -9.714 9.278
Cl -14.023 2.185 2.935
Cl 12.165 -0.888 -2.237
H 3.545 3.354 -6.404
H 11.767 2.235 -2.043
Cl -3.086 0.185 6.636
Cl -7.934 -2.857 -0.868
C 6.991 1.075 -5.363
C 10.472 2.943 -3.888
C 2.252 7.450 -2.527
Cl -8.372 2.770 5.388
Cl -6.564 -0.511 6.117
Cl 12.987 11.826 -5.710
Cl 15.578 12.399 -4.533
C -13.121 1.206 -1.726
Cl -0.542 3.593 -1.987
Cl -16.617 -12.393 8.183
Cl -0.313 -2.619 2.230
Cl -5.982 0.665 8.707
Cl 13.744 6.611 -3.158
Cl -10.500 2.837 3.414
C -1.773 -3.631 2.326
Cl -12.189 -0.011 2.416
Cl 9.987 10.904 -2.868
C -15.783 -10.839 8.405
Cl -1.022 -10.236 -3.162
Cl -9.411 -8.986 12.257
Cl -1.450 4.738 -4.499
H 6.885 3.426 -1.902
C 1.334 -4.003 -2.637
Cl -8.737 0.315 7.859
Cl 13.376 11.538 -2.847
Cl -14.590 -3.040 -3.711
Cl 15.485 -1.746 -7.795
C -3.223 -1.172 -3.583
Cl 2.499 -11.822 1.018
Cl -6.979 -6.636 11.972
C -15.263 -3.895 -2.305
Cl -3.692 -2.644 6.875
C 8.313 1.332 -4.454
C -7.101 -0.382 7.807
H 6.538 2.085 -5.676
H 4.257 -1.403 -3.603
Cl -16.985 -4.238 -2.589
Cl -7.270 -0.739 1.004
H 3.970 -0.351 -2.102
Cl 10.811 17.314 -5.775
Cl 3.711 6.431 -2.605
H 5.227 2.550 -1.576
C 8.737 0.380 -3.238
Cl -13.347 1.742 -0.046
Cl -13.660 0.090 4.914
C 4.799 -0.698 -2.847
C 10.849 1.962 -2.680
Cl -2.363 -2.706 -3.331
Cl -7.942 -8.585 14.729
Cl 2.462 8.860 -3.589
C 4.140 1.597 -3.873
C 10.004 0.667 -2.328
Cl -2.744 -1.164 9.185
Cl -5.256 -1.733 -0.837
Cl -1.227 1.859 -4.213
Cl -0.936 -1.734 6.987
Cl 1.389 -4.357 -0.896
Cl 14.837 -2.013 -2.057
C 5.727 3.567 -1.825
H 7.930 7.264 -1.060
Cl -1.706 -9.231 -0.525
Cl -16.884 -4.873 5.200
C -6.654 -2.181 0.166
Cl -10.560 -9.839 14.783
Cl -14.489 -3.235 5.078
Cl -15.052 -0.485 2.431
Cl -7.745 2.470 2.568
Cl -1.331 -5.335 2.070
Cl 0.414 -9.803 1.117
H 4.271 5.870 -6.629
H 8.097 -0.551 -2.981
C -7.473 -5.423 10.771
Cl 1.060 -2.262 -2.881
C 5.404 0.628 -3.608
Cl -9.125 0.342 3.984
Cl 12.730 15.138 -5.679
C 15.875 -2.412 -6.193
H 3.354 1.521 -3.012
C 4.584 5.317 -5.650
H 7.389 0.588 -6.348
C -0.511 3.422 -3.756
C 13.158 -2.165 -1.495
C -16.170 -3.310 5.656
H 8.858 3.336 -5.660
Cl -2.528 -0.324 -4.986
Cl 16.713 -3.968 -6.386
N 5.600 5.425 -3.664
Cl 12.213 16.507 -8.186
Cl 1.173 3.492 -4.330
Cl -6.155 -3.396 1.363
C 4.503 3.119 -4.205
Cl -12.806 -7.758 8.108
C 14.840 5.485 -3.992
C 9.187 2.633 -4.793
C 11.486 15.933 -6.668
C -13.731 0.445 3.173
Cl 14.625 9.660 -4.679
Cl -14.386 -5.423 -2.066
C 4.124 3.845 -5.543
Cl 3.186 -9.052 1.550
Cl -0.897 -7.386 -2.616
Cl -13.520 -5.220 9.326
Cl 10.189 14.772 -7.034
Cl -7.124 -1.999 8.546
C -2.614 -1.339 7.421
Cl 10.574 9.161 -5.114
C 7.207 6.795 -1.808
Cl 8.733 8.288 -3.042
O 6.055 0.125 -4.798
Cl 13.107 -2.002 0.275
C 5.274 4.107 -3.289
Cl 15.288 6.159 -5.575
Cl 16.928 -1.276 -5.319
Cl -8.093 -3.981 11.604
H 5.478 4.297 -0.974
Cl -17.111 -1.993 4.919
*
```


C42H27BrCl5CsN2O4P2Te | ωB97M-V/def2-TZVPD

Lowest unoccupied orbital energy = 3.631 eV
Frontier orbital gap = 0.2046 Eh
Relative energy (zero: lowest compared OMol25 entry of this formula, charge and spin) = 0.000 eV
DFT total energy = -214233.9329 eV

Geometry as ORCA input:
```
! RIJCOSX wB97M-V def2-TZVPD def2/J DEFGRID3
* xyz -2 1
C 4.378 -1.950 -3.549
C -0.597 0.959 -4.264
C 3.145 0.077 -3.578
H 4.526 -2.980 -3.244
C -6.138 0.006 1.496
H 6.239 -1.862 -4.606
H -3.375 1.106 -1.460
H -0.616 -0.249 -7.438
C -2.956 3.198 -1.191
C -0.514 0.948 -5.652
C -0.863 -0.207 -3.546
H -0.657 -4.646 1.546
C -7.465 -1.940 1.514
C -7.403 -0.555 1.477
Br -5.977 1.912 1.396
C -0.693 -0.237 -6.357
C 1.316 -2.793 3.579
C -2.602 1.861 -1.343
C 0.873 -0.417 -1.239
C 5.786 0.279 0.172
Cl 0.656 3.700 2.119
C 0.911 -1.637 1.488
P -0.912 -0.335 -1.675
C -0.733 2.119 3.907
H 0.758 2.149 -1.248
H -8.428 -2.437 1.493
C -1.063 -1.381 -4.272
H 2.905 2.049 -0.010
H 3.484 -2.045 1.059
H 0.145 4.534 -0.977
C -0.633 3.785 -1.081
O -3.823 -3.986 1.356
H 1.768 -2.811 4.564
C -3.769 -2.825 1.799
C 3.008 -0.021 0.534
O -2.839 -2.220 2.378
P 1.143 -0.081 0.503
Te 1.759 -2.153 -1.971
C 1.358 3.100 4.635
H 2.290 0.674 -3.273
Cs -2.007 -0.122 1.543
Cl 2.752 4.083 4.312
H -2.241 5.204 -0.921
C -6.295 -2.677 1.573
C -5.075 -2.010 1.626
C 0.393 2.913 3.633
C -0.284 2.448 -1.222
H 6.853 0.384 0.010
H 2.037 -0.822 3.128
C 3.566 1.202 0.151
C 5.345 -1.317 -4.316
Cl -2.228 0.562 5.511
C -0.971 -1.405 -5.659
C 1.467 -1.675 2.772
C -1.970 4.164 -1.057
H -0.444 1.892 -3.734
H 5.903 -1.788 0.741
H 0.431 -4.744 3.769
H -0.304 1.869 -6.183
H 4.095 1.647 -4.679
H -6.279 -3.757 1.582
H -1.115 -2.337 -6.192
C 4.933 1.357 -0.036
O -1.722 2.265 1.736
H -0.345 -2.699 0.092
C -0.022 -3.835 1.881
Cl 2.447 2.777 7.110
C 4.166 0.615 -4.348
C 0.570 -3.879 3.131
C -0.841 1.546 5.193
H -8.285 0.066 1.433
C 0.118 1.745 6.167
H -1.295 -2.295 -3.737
C 0.152 -2.723 1.060
N 5.263 -0.049 -4.729
C 1.237 2.527 5.893
N -5.015 -0.664 1.572
C 3.242 -1.245 -3.165
Cl -0.067 1.020 7.729
C 5.252 -0.937 0.578
H -4.002 3.477 -1.162
O -1.751 1.829 3.118
C -1.265 1.468 -1.354
C 3.879 -1.083 0.756
H 5.330 2.315 -0.351
*
```


C42H28Cl5NiOP2S | ωB97M-V/def2-TZVPD

Lowest unoccupied orbital energy (alpha / beta) = -3.146 / -3.147 eV
Frontier orbital gap (alpha / beta) = 0.2930 / 0.2930 Eh
Relative energy (zero: lowest compared OMol25 entry of this formula, charge and spin) = 0.594 eV
DFT total energy = -179119.2436 eV

Geometry as ORCA input:
```
! RIJCOSX wB97M-V def2-TZVPD def2/J DEFGRID3
* xyz 1 1
C 3.885 -4.417 -0.352
Cl -0.353 -0.254 -2.859
O -0.332 -2.485 2.545
C -0.950 0.366 4.107
C 0.050 2.460 -2.977
C -4.800 -0.956 -0.031
H -3.906 4.461 -2.995
C 3.519 -0.613 -2.607
Cl 0.710 2.551 1.507
C 2.143 -0.802 3.735
H 4.602 -0.489 -4.449
H -3.534 -4.565 0.501
S -0.002 -1.189 1.978
C -5.697 -2.011 -0.027
C -0.010 1.326 -2.186
Cl 0.842 5.204 -0.167
H 4.452 -2.415 0.139
H 4.560 0.192 0.888
C -3.632 3.642 -2.343
H 1.507 -1.178 4.524
P -2.229 0.137 0.244
Ni -0.135 -0.452 -0.183
H -5.943 -4.133 0.165
C 0.449 2.537 -0.216
C -3.075 1.358 2.632
H -2.350 3.082 0.734
C -3.888 -3.555 0.347
H 3.798 -0.454 5.046
C 3.041 0.074 -1.493
C 3.654 -3.062 -0.203
H 3.316 -1.672 -2.720
C -2.912 1.539 -0.668
H 4.861 -4.825 -0.129
H 2.981 1.980 -0.491
C -3.127 3.902 -1.076
H -1.800 1.426 5.760
C -2.988 -2.502 0.339
C -1.894 1.186 4.710
C 1.606 -4.740 -1.073
H -6.752 -1.821 -0.168
Cl -0.204 2.394 -4.661
C 3.874 -0.057 1.688
H -1.934 -2.705 0.503
C 0.321 3.676 -2.332
C -5.241 -3.310 0.161
C -3.440 -1.200 0.150
C 4.242 0.053 -3.585
H -3.540 0.265 -2.289
C 3.319 1.434 -1.361
C 1.369 -3.382 -0.924
C -2.963 1.673 3.976
C -2.113 0.576 2.005
H -3.003 4.923 -0.738
H -5.160 0.054 -0.177
C 1.690 -0.738 2.428
C 3.447 -0.424 4.024
H 5.309 0.292 3.239
H 3.046 -6.314 -0.901
P 2.000 -0.816 -0.297
C 0.526 3.713 -0.951
H 4.264 3.148 -2.217
C 4.505 1.406 -3.451
C 2.572 -0.437 1.386
C 2.860 -5.255 -0.788
C 0.171 1.329 -0.814
H -3.712 2.293 4.449
C -2.764 2.858 -0.241
C 2.391 -2.547 -0.492
C -3.784 2.333 -2.770
H 0.812 -5.393 -1.409
H 0.392 -2.973 -1.142
H -4.176 2.122 -3.756
H 5.071 1.925 -4.214
H -3.912 1.737 2.060
H -0.144 -0.029 4.705
Cl 0.380 5.122 -3.246
C 4.050 2.093 -2.333
C 4.299 -0.018 3.006
C -3.428 1.284 -1.937
C -1.057 0.063 2.760
*
```


C42H31BrIKN6O4S | ωB97M-V/def2-TZVPD

Lowest unoccupied orbital energy = 3.778 eV
Frontier orbital gap = 0.1987 Eh
DFT total energy = -166493.5306 eV

Geometry as ORCA input:
```
! RIJCOSX wB97M-V def2-TZVPD def2/J DEFGRID3
* xyz -2 1
H -4.794 -4.303 3.363
H -2.923 2.652 -1.689
H 7.366 -4.022 -1.422
C 2.365 1.501 -1.681
C 6.288 -2.663 -0.166
C 5.050 -2.321 0.365
H 0.302 2.856 6.233
H 3.266 4.750 -1.742
C 0.150 1.323 3.185
C -3.389 -1.249 2.915
H -0.674 -3.245 2.807
H -3.662 -0.206 2.802
C -3.922 2.876 -1.324
C 1.849 -5.919 2.821
C 0.689 -6.454 2.267
H 7.158 -2.062 0.068
C -2.691 -3.918 3.116
H 0.277 -7.374 2.664
H 2.304 0.601 -2.285
C 0.014 2.148 5.466
C -5.688 4.464 -0.939
C 1.726 -4.100 1.269
C 3.938 -3.087 0.062
C 2.370 -4.740 2.322
C -4.026 -3.552 3.224
H 3.268 -4.310 2.751
C 5.281 -4.522 -1.311
K -0.395 -0.089 -0.218
C 4.048 -4.188 -0.781
C 6.403 -3.761 -1.001
C -1.713 -2.961 2.910
C -0.943 -2.081 -4.373
N -1.018 -0.309 -2.780
H 1.215 -2.763 -1.171
C -0.661 2.069 -3.327
C -4.714 1.845 -0.806
C 0.564 -4.612 0.716
H 2.339 -6.419 3.648
H 3.177 2.729 -3.236
H 5.370 -5.375 -1.971
C 2.900 3.798 -1.376
H -7.482 3.662 -0.069
C 0.512 2.229 4.190
C 2.862 2.684 -2.203
C -0.772 -1.155 -5.388
C -0.895 1.108 5.743
C -0.804 0.581 -3.746
C -0.760 0.233 3.437
N 1.437 2.410 1.673
Br -7.145 0.833 0.361
H -0.535 0.965 -5.816
H -1.964 -0.583 5.057
N 1.441 -2.023 -0.503
H 0.043 -4.104 -0.090
H 1.205 3.014 3.916
C -1.287 -2.609 -1.924
C -2.039 -1.605 2.810
I -3.847 -0.047 -0.785
O -0.828 2.314 -2.114
C 0.056 -5.804 1.223
C -5.988 2.159 -0.365
S 2.332 -2.512 0.672
H 3.166 -4.768 -1.021
O -2.014 -2.268 -0.968
C -1.271 0.206 4.794
H -5.404 -1.903 3.167
H 4.941 -1.451 1.000
C -4.406 4.170 -1.388
H -0.959 -3.148 -4.541
C -6.482 3.456 -0.426
H -6.071 5.476 -0.988
C -0.695 0.192 -5.077
C -1.086 -1.598 -3.073
H -1.310 1.015 6.743
H -2.406 -4.963 3.176
H 2.428 4.516 0.608
N 1.904 1.384 -0.444
C 2.439 3.683 -0.080
O -0.669 -3.689 -2.074
H -0.682 -1.482 -6.420
C 1.920 2.455 0.332
H -0.855 -6.203 0.797
H -3.773 4.946 -1.797
C -4.365 -2.208 3.117
N 0.651 1.449 1.895
N -1.048 -0.672 2.522
O -0.331 2.845 -4.245
*
```